Entry 1:
DFT (ωB97M-V/def2-TZVPD) results for C19H26BCl2CoIN7OS2Se as an isolated structure.

Values from the calculation:
LUMO energy (alpha / beta)   -2.604 / -2.766 eV
Kohn-Sham gap (alpha / beta)   7.4266 / 7.2720 eV
Electronic energy   -191068.5105 eV
ΔE to the lowest compared entry with this formula, charge and spin   47.8 kJ/mol
Spin multiplicity   4
Net charge   +1

```
61
Properties=species:S:1:pos:R:3:forces:R:3:nbo_charge:R:1
C 2.26042 -1.69107 3.36301 -0.3 0.1 0.0 -0.371
N -0.73444 3.35200 -0.86363 0.0 0.0 0.1 -0.463
C -1.36577 -2.78343 -0.23908 -0.3 0.0 0.2 0.280
C -0.92144 3.73782 -2.17073 0.0 0.0 0.0 -0.036
C -0.95827 2.04216 -0.78386 -0.2 -0.1 0.0 0.282
O 2.68831 -0.69525 -0.68018 0.6 0.0 0.1 -0.754
H -1.79590 0.16900 -3.42786 0.0 0.0 0.0 0.223
Cl 1.84052 -0.06010 2.69391 0.2 0.0 0.4 -0.053
H -6.92828 -2.34832 -0.42400 0.0 0.0 0.0 0.228
C -5.67650 -3.93540 -1.14011 0.0 0.0 0.0 -0.204
H 4.38723 3.63423 2.76548 0.0 0.0 0.0 0.220
H 3.62118 2.43207 3.83012 0.0 0.0 0.0 0.216
H -6.51607 -4.51936 -1.49099 0.0 0.0 0.0 0.228
Cl 2.93941 -2.78392 2.19840 0.3 -0.1 -0.1 0.041
H -2.12469 -1.02530 0.54530 0.0 0.1 0.0 0.453
Se 0.43745 -2.57773 0.08302 -0.1 0.2 -0.1 -0.316
C -1.55634 0.20501 -2.36879 -0.1 0.0 0.0 -0.407
H 1.79475 4.23414 4.37297 0.0 0.0 0.0 0.236
H -1.66937 -5.15702 -2.40747 0.0 0.0 0.0 0.215
H 2.97990 -1.50887 4.15193 0.0 0.1 0.0 0.240
H -1.49862 2.53029 -3.93500 0.0 0.0 0.0 0.234
H -0.44399 4.97440 2.93692 0.0 0.0 0.0 0.245
N -1.97652 -3.83904 -0.82375 0.1 0.0 -0.1 -0.380
C 0.42560 4.41640 2.64198 0.0 0.0 0.0 -0.024
H -2.39850 -0.17282 -1.79386 0.0 0.0 -0.1 0.220
N 0.56550 3.94865 1.35514 -0.1 0.0 0.0 -0.468
H 1.32363 -2.08992 3.73236 0.0 -0.1 0.0 0.244
H -1.45636 4.72371 0.79854 0.0 0.0 0.0 -0.036
C -3.58950 -2.41203 -0.22448 0.0 0.0 0.0 0.100
H -1.51690 -5.88227 -0.78954 0.0 0.0 0.0 0.218
C -3.35581 -3.64288 -0.82869 0.0 0.0 0.0 0.163
H -4.21249 -5.39181 -1.76468 0.0 0.0 0.0 0.229
C -1.31271 -4.99676 -1.39098 0.0 0.0 0.1 -0.416
H -5.05340 -0.95701 0.41075 0.0 0.0 0.0 0.232
B -0.43231 4.43173 0.23775 0.0 0.0 0.0 0.191
H -0.68949 -0.42337 -2.16515 0.0 0.0 0.0 0.226
N -2.33976 -1.92015 0.12520 0.1 -0.1 0.1 -0.561
H -0.24374 -4.80545 -1.40068 0.0 0.0 0.0 0.250
C 4.99151 -1.36159 -0.53035 0.0 0.0 0.0 -0.616
S -0.85430 1.01607 0.62072 -0.2 0.3 0.0 -0.400
H 4.61557 -2.27602 -0.09236 0.0 0.0 0.0 0.264
C 1.51923 4.05700 3.34902 0.0 0.0 0.0 -0.085
S 2.37618 2.45363 -0.09606 0.1 0.0 0.1 -0.428
N -1.28888 1.58927 -2.01365 0.1 0.0 0.0 -0.340
C 1.72580 3.29698 1.27694 0.1 0.0 -0.1 0.285
H 5.74636 -1.56379 -1.28362 0.0 0.0 0.0 0.249
H 3.47667 1.03784 -2.28818 0.0 0.0 0.0 0.423
N 2.32959 3.35255 2.48557 0.0 0.0 0.0 -0.341
H 5.13393 0.54877 -2.23552 0.0 0.0 0.0 0.415
H 0.07344 5.35917 -0.34001 0.0 0.0 0.0 -0.036
C -5.91111 -2.69846 -0.53299 0.0 0.0 0.0 -0.199
N 4.17849 0.39143 -1.96270 0.0 0.0 -0.1 -0.755
C -4.39225 -4.43278 -1.29860 0.0 0.0 0.0 -0.234
C -4.87090 -1.91252 -0.06219 0.0 0.0 0.0 -0.227
C -1.26630 2.64822 -2.89205 0.0 0.0 0.0 -0.073
C 3.86285 -0.52962 -1.05750 -0.3 0.2 -0.2 0.689
H 3.91368 2.05466 2.11662 0.0 0.0 0.0 0.240
H -0.79247 4.76155 -2.47057 0.0 0.0 0.0 0.247
Co 1.32370 0.40963 0.34399 -0.1 -0.5 -0.4 1.258
C 3.64682 2.83718 2.82099 0.0 0.0 0.0 -0.417
I 5.96566 -0.25150 1.01323 0.0 -0.1 0.1 0.152
```
Positions in Å, forces in eV/Å.

Entry 2:
DFT (ωB97M-V/def2-TZVPD) results for a 2-piece molecular cluster, C19H26Br2ClFNO11P overall in a non-equilibrium geometry.

Values from the calculation:
LUMO energy   -2.950 eV
Kohn-Sham gap   4.5114 eV
Electronic energy   -208740.9508 eV

```
62
Properties=species:S:1:pos:R:3:forces:R:3:nbo_charge:R:1
H -3.68636 -0.71979 0.17878 0.3 0.0 0.0 0.208
C -2.41752 -2.30998 -0.47518 -0.6 0.3 0.0 -0.412
C -0.34750 4.68051 1.01778 1.3 -0.4 -1.4 0.865
C -3.63870 -3.26235 -0.48806 0.7 0.1 -0.1 -0.433
N -1.47462 1.09098 2.89533 -0.3 0.5 0.1 -0.436
C 0.45619 0.09148 1.94695 -0.6 0.1 1.1 -0.404
H 5.04964 1.29293 -3.13599 0.0 0.2 0.3 0.248
C -2.80818 -1.48354 1.97428 0.4 0.9 0.0 -0.389
H -0.80945 -2.17281 2.69247 -0.1 0.4 -0.4 0.247
H 4.74968 2.00276 -1.51186 0.1 -0.2 -0.2 0.286
O 8.46056 3.42651 0.07619 -0.1 0.0 0.0 -0.869
O -3.03252 -3.76361 -2.88158 -0.9 0.7 0.4 -0.542
H -5.67030 -1.84782 -3.43099 0.3 0.1 0.1 0.247
C -1.49000 -1.32195 2.78435 -0.5 0.1 0.9 -0.457
F -1.35457 5.25004 1.73553 0.4 -0.4 -0.1 -0.341
H 4.80105 0.22446 -1.73582 0.1 0.3 -0.1 0.199
H -2.38655 0.99587 3.33034 0.1 -0.2 -0.1 0.440
H -4.23463 -1.07038 -4.09992 0.1 -0.3 0.1 0.258
H -1.49231 -2.85229 -0.24919 -0.2 0.2 0.1 0.223
H -3.65019 -3.84724 0.44635 -0.1 0.1 -0.3 0.205
H -3.20032 -2.48869 2.15992 0.1 0.2 -0.2 0.234
C -4.57913 -1.78391 -3.34256 0.2 -0.5 0.4 -0.737
O 3.35838 1.48981 1.63226 -0.7 0.1 -0.1 -0.429
H 2.30058 -2.63551 3.00530 0.2 0.2 0.5 0.486
C -2.70184 -1.11923 0.47491 -0.1 -0.7 -0.3 -0.416
H -4.54867 -2.64476 -0.46955 0.1 -0.3 -0.3 0.195
H 1.69143 3.97421 1.42134 -0.3 0.1 -0.2 0.287
H -3.53572 -0.78187 2.42054 0.1 -0.3 0.0 0.188
C 0.69418 3.92604 1.86213 -1.1 0.5 1.1 -0.545
H 2.86287 -0.11818 -0.72808 -0.6 0.0 0.3 0.229
C 0.20912 2.49909 2.11052 0.7 1.1 -0.5 -0.061
O 2.23116 1.82990 -0.31445 -0.2 -0.5 1.0 -0.537
H -1.97441 -0.32370 0.25235 -0.1 -0.1 0.4 0.215
O 6.63494 2.68531 -1.22782 0.2 0.1 0.1 -0.916
Cl 7.40328 3.84804 -0.80886 0.2 0.1 0.1 2.550
O -4.51590 -3.82751 -4.54248 0.2 0.3 0.3 -0.528
H -4.28498 -1.44100 -2.34585 -0.1 0.1 -0.3 0.211
H -1.62917 3.17344 3.00309 0.1 -0.3 0.0 0.254
O 2.57065 -1.77434 2.64276 -2.0 -0.7 -0.2 -0.944
O 6.52293 4.76517 -0.11716 -0.1 0.0 0.0 -0.887
O -0.29015 4.74520 -0.16402 -0.6 0.3 0.9 -0.471
C 2.27228 0.70076 -1.14679 0.7 0.1 -2.1 0.057
C 2.99671 1.13344 -2.45493 0.3 0.2 0.3 -0.260
H -2.94318 -5.10331 -1.34151 -0.3 0.0 -0.4 0.200
C -0.79650 -0.00070 2.53493 -0.1 -1.7 -0.1 0.309
P 1.56150 -1.32605 1.40546 2.6 1.3 -2.7 1.357
Br 2.69345 -0.10345 -3.95614 0.0 0.2 0.3 -0.007
C 2.32965 1.54582 1.04054 0.3 0.1 -0.2 0.758
O 7.96267 4.49173 -1.97075 -0.1 0.0 0.0 -0.867
H -4.61967 -4.61508 -1.85653 0.4 -0.4 0.1 0.189
H 1.16379 -3.39701 1.04631 -0.2 -0.1 -0.4 0.506
Br 0.43405 0.07582 -1.59833 0.2 0.1 0.7 -0.048
C -4.05289 -3.19097 -3.63705 -0.1 -0.4 -1.1 0.802
C 4.51100 1.18340 -2.19290 -0.9 -0.4 0.1 -0.637
C 0.96451 1.39250 1.72895 0.1 -1.1 -0.4 0.127
H -1.77616 -1.31182 3.85363 0.1 -0.1 -0.3 0.229
H 0.70326 4.43416 2.83981 0.3 -0.2 -0.2 0.257
H -2.28384 -1.87707 -1.47729 0.0 -0.3 0.2 0.225
O 0.63327 -2.60045 0.88517 0.2 0.3 1.9 -0.968
H 2.60560 2.11630 -2.74239 0.0 -0.3 -0.2 0.233
C -3.59195 -4.27919 -1.65847 0.0 0.4 0.7 -0.073
C -1.01051 2.32988 2.70423 0.0 0.2 0.0 0.093
```
Positions in Å, forces in eV/Å.

Entry 3:
DFT (ωB97M-V/def2-TZVPD) results for a 3-piece molecular cluster, C19H26BrF2N2O overall in a non-equilibrium geometry.

Values from the calculation:
LUMO energy   -3.146 eV
Kohn-Sham gap   7.9639 eV
Electronic energy   -100623.0723 eV
Net charge   +1

```
51
Properties=species:S:1:pos:R:3:forces:R:3:nbo_charge:R:1
H -0.11192 -0.16563 -4.10050 -0.3 0.0 0.1 0.239
C -1.71354 -0.42841 -2.04233 -0.2 0.4 0.0 -0.328
H 2.15012 1.86792 3.14716 0.0 0.0 -0.1 0.222
C -1.58841 -0.98051 1.86475 -0.1 -0.1 -0.2 -0.340
H 1.79786 5.92271 4.44104 0.0 0.0 0.0 0.235
C -1.24649 0.35207 1.75809 0.1 -0.2 0.2 0.442
C -1.14321 -1.68485 2.97596 0.1 0.1 0.1 -0.187
H 2.62876 -3.26688 -3.15627 0.1 -0.2 0.1 0.244
F -1.67291 1.05219 0.66305 0.0 0.0 0.1 -0.364
N -0.36587 -1.10547 -2.20108 0.0 0.3 0.1 -0.501
H 4.31992 1.67347 4.33061 0.0 0.0 0.0 0.218
H -3.35869 0.00006 -4.56482 0.2 0.2 0.0 0.224
H -1.71407 -0.00384 -1.04642 -0.2 -0.1 0.1 0.283
C 1.87640 3.90774 3.74212 0.2 0.0 0.1 0.393
Br 2.15724 -1.00637 -5.51392 -0.1 -0.1 -0.1 0.076
C 1.34866 -1.71204 -3.90515 0.4 -0.1 0.7 -0.272
C 3.76875 2.60346 4.36245 0.0 0.1 0.1 -0.189
C 2.55572 2.70567 3.69542 0.0 0.0 -0.1 -0.303
H 5.21704 3.59862 5.58936 0.0 0.0 0.0 0.223
H 0.52441 0.78985 4.57840 0.0 0.0 0.0 0.230
C -0.48921 1.00623 2.70473 0.0 0.2 -0.1 -0.324
H -0.04988 -1.60236 4.81643 0.0 0.0 0.0 0.226
F 0.69768 4.02729 3.08684 0.0 0.0 0.0 -0.336
H -1.39894 -2.72984 3.08367 0.0 0.0 0.0 0.225
H 3.95809 5.72402 5.65486 0.0 0.0 0.0 0.225
C -3.87117 -3.10920 -3.50730 -0.9 0.0 -0.1 -0.419
C 4.27383 3.68570 5.06823 0.0 0.0 0.0 -0.224
H -3.42460 -1.52464 -5.38845 -0.1 0.0 -0.1 0.237
H -0.48049 -2.11729 -2.26238 -0.1 -0.1 -0.1 0.438
H 1.13029 0.19828 -2.92696 0.0 0.1 0.1 0.241
N -3.50915 -1.69216 -3.31415 2.0 -0.3 0.1 -0.411
C -0.06043 0.29459 3.81607 -0.1 -0.2 -0.1 -0.176
H -1.92539 -1.07406 -4.63739 0.2 0.0 0.0 0.167
C -0.38472 -1.04986 3.94950 0.0 0.0 0.0 -0.221
H -3.47259 -3.48248 -4.44562 0.2 0.1 -0.1 0.201
C -3.00468 -1.02457 -4.52404 -0.7 -0.1 0.0 -0.422
C 0.50277 -0.59523 -3.32054 0.3 0.0 -0.5 -0.251
C 2.36006 4.99883 4.43280 -0.1 0.1 0.0 -0.280
H -1.76843 0.39928 -2.73760 0.0 0.0 -0.3 0.236
C 3.56795 4.87991 5.10359 0.0 -0.1 0.0 -0.180
H 0.71205 -2.55140 -4.17458 -0.2 0.1 -0.4 0.219
H 2.15617 -2.10094 -1.90264 0.0 -0.1 0.2 0.198
C -2.85035 -1.45167 -2.12834 -1.1 -0.4 0.9 0.640
H -3.50488 -3.73036 -2.70002 0.0 0.1 0.2 0.228
H -2.19978 -1.45090 1.10353 0.0 0.0 0.0 0.245
H -0.24945 2.05119 2.57463 0.0 0.0 0.0 0.251
H 0.14676 -0.94799 -1.33645 0.0 -0.1 0.2 0.449
C 2.43750 -2.22108 -2.94635 -0.1 0.1 -0.6 -0.639
H -4.95020 -3.21702 -3.55454 -0.1 -0.1 0.1 0.227
O -3.14164 -2.02578 -1.08150 0.6 0.2 -1.0 -0.569
H 3.36301 -1.68628 -3.12394 0.1 0.2 0.2 0.249
```
Positions in Å, forces in eV/Å.